A structure of composition C3H12NOSi. Source: OMol25; level of theory: the ωB97M-V functional and the def2-TZVPD basis.

- Energy relative to the best compared isomer or geometry (same formula, charge and spin): 225.8 kJ/mol
- Lowest unoccupied orbital energy: -4.450 eV
- Frontier orbital gap: 9.1 eV
- Total charge: +1
- E_HOMO: -13.6 eV
- Spin multiplicity: 1

Cartesian coordinates (Å):
1 C -2.473 -0.186 0.213
2 C 1.002 -1.431 1.033
3 C 1.067 1.096 -1.100
4 N 1.560 1.648 0.221
5 O -1.565 -0.956 -0.611
6 Si 0.804 -0.763 -0.684
7 H -3.050 -0.796 0.951
8 H -3.209 0.168 -0.461
9 H -1.762 0.467 0.724
10 H 1.765 -2.198 1.023
11 H 1.044 -0.526 1.648
12 H 0.091 -2.032 1.139
13 H 1.766 1.429 -1.852
14 H 0.133 1.612 -1.365
15 H -2.036 -1.797 -1.061
16 H 2.327 2.343 0.071
17 H 0.788 2.090 0.628
18 H 0.500 -1.542 -1.883

---

A structure of composition C10H13ClO3OsS. Source: OMol25; level of theory: the ωB97M-V functional and the def2-TZVPD basis.

- Energy relative to the best compared isomer or geometry (same formula, charge and spin): 14.3 kJ/mol
- Lowest unoccupied orbital energy (spin up / spin down): -7.288 / -11.251 eV
- Frontier orbital gap (spin up / spin down): 7.2 / 6.4 eV
- Total charge: +2
- E_HOMO (spin up / spin down): -14.5 / -17.7 eV
- Spin multiplicity: 5

Cartesian coordinates (Å):
1 Cl -1.757 -1.674 0.121
2 C 1.544 -2.244 -1.559
3 C 2.300 -1.017 -1.396
4 C 1.444 0.092 -1.770
5 H 3.345 -0.947 -1.100
6 C 0.163 -0.428 -2.154
7 C 0.225 -1.871 -2.020
8 H -0.603 -2.537 -2.239
9 H 1.909 -3.257 -1.396
10 H 1.703 1.150 -1.777
11 C -1.023 0.371 -2.599
12 Os 0.674 -1.077 0.032
13 C 1.982 -0.220 1.098
14 C 0.448 -2.346 1.457
15 O 2.744 0.302 1.804
16 O 0.285 -2.947 2.433
17 H -1.049 1.354 -2.111
18 H -1.950 -0.165 -2.361
19 H -0.981 0.531 -3.686
20 C -2.235 1.548 2.733
21 S -0.931 0.730 1.845
22 C -0.311 2.101 0.894
23 O 0.071 0.341 2.879
24 H -2.973 1.963 2.029
25 H -1.711 2.334 3.306
26 H -2.702 0.791 3.386
27 H 0.349 2.673 1.559
28 H 0.231 1.764 -0.003
29 H -1.190 2.681 0.593

---

The ion C4H8NO2 with charge +1. Source: OMol25; level of theory: the ωB97M-V functional and the def2-TZVPD basis.

- Energy relative to the best compared isomer or geometry (same formula, charge and spin): 183.7 kJ/mol
- Lowest unoccupied orbital energy: -3.578 eV
- Frontier orbital gap: 11.7 eV
- Total charge: +1
- E_HOMO: -15.2 eV
- Spin multiplicity: 1

Cartesian coordinates (Å):
1 C 1.892 -0.226 0.249
2 C 0.955 -1.144 0.495
3 C -1.043 0.017 0.214
4 C -2.497 -0.221 -0.170
5 N 1.552 0.932 -0.522
6 O -0.321 -1.022 0.039
7 O -0.673 1.098 0.584
8 H 2.940 -0.372 0.456
9 H 1.137 -2.077 1.186
10 H -3.150 0.440 0.542
11 H -2.601 -1.426 -0.162
12 H -2.594 0.315 -1.108
13 H 1.523 0.679 -1.544
14 H 2.219 1.710 -0.271
15 H 0.661 1.295 0.013

---

A structure of composition C15H27N3O4PdS3. Source: OMol25; level of theory: the ωB97M-V functional and the def2-TZVPD basis.

- Energy relative to the best compared isomer or geometry (same formula, charge and spin): 161.6 kJ/mol
- Lowest unoccupied orbital energy (spin up / spin down): -1.118 / -1.114 eV
- Frontier orbital gap (spin up / spin down): 6.9 / 6.9 eV
- E_HOMO (spin up / spin down): -8.0 / -8.0 eV
- Spin multiplicity: 1

Cartesian coordinates (Å):
1 Pd -0.107 -0.240 0.736
2 O -2.358 -0.271 -0.386
3 N -2.466 0.960 -0.782
4 C -3.026 1.237 -1.983
5 C -3.227 2.528 -2.396
6 C -2.822 3.573 -1.571
7 C -2.203 3.278 -0.378
8 C -2.007 1.957 0.024
9 S -1.212 1.559 1.529
10 H -3.300 0.359 -2.546
11 H -3.692 2.708 -3.355
12 H -2.968 4.602 -1.871
13 H -1.834 4.058 0.273
14 C 3.131 0.319 -1.969
15 S 1.781 -0.012 -0.884
16 O 0.851 1.156 -0.939
17 O 1.097 -1.222 -1.354
18 O 2.341 -0.179 0.460
19 H 2.807 1.027 -2.728
20 H 3.435 -0.621 -2.421
21 H 3.939 0.739 -1.375
22 C -0.183 -6.702 0.556
23 C -0.237 -5.880 1.841
24 C 0.700 -4.675 1.831
25 C 0.366 -3.628 0.776
26 N -1.028 -3.180 0.846
27 C -1.532 -2.274 1.694
28 S -0.504 -1.399 2.777
29 N -2.853 -2.115 1.680
30 C -3.585 -1.123 2.470
31 C -3.923 -1.589 3.878
32 C -4.898 -2.763 3.975
33 C -4.290 -4.134 3.678
34 H -0.803 -7.596 0.632
35 H 0.839 -7.024 0.342
36 H -0.537 -6.136 -0.310
37 H 0.029 -6.519 2.686
38 H -1.262 -5.542 2.021
39 H 1.726 -5.007 1.643
40 H 0.693 -4.197 2.813
41 H 0.502 -4.028 -0.228
42 H 1.036 -2.775 0.862
43 H -1.634 -3.477 0.096
44 H -3.316 -2.418 0.837
45 H -4.501 -0.910 1.915
46 H -3.000 -0.207 2.500
47 H -4.351 -0.724 4.391
48 H -2.995 -1.837 4.402
49 H -5.749 -2.584 3.310
50 H -5.301 -2.783 4.990
51 H -4.012 -4.245 2.630
52 H -4.992 -4.932 3.920
53 H -3.387 -4.291 4.273

---

Question: Among the records above, which one has the highest energy relative to the best compared isomer or geometry (same formula, charge and spin)?
Answer: C3H12NOSi